Record 1
A molecular structure, ClH2Na5O5 in a non-equilibrium geometry. Source: the Open Molecules 2025 dataset; level of theory: ωB97M-V with the def2-TZVPD basis set.

```
! RIJCOSX wB97M-V def2-TZVPD def2/J DEFGRID3
* xyz 4 1
Na -0.99478 -2.06059 2.21998
Na 0.67468 1.70902 -2.93575
Na -2.73948 3.67398 -1.11317
Na 3.70316 0.18812 0.87373
Na -0.88677 3.12926 3.51968
Cl -0.19459 0.72360 0.33323
O -0.60016 1.78377 -0.57570
O 1.19115 0.67788 0.49337
O -0.81500 0.94559 1.61767
O -0.49764 -0.59105 -0.11434
O 0.49482 -3.49803 -1.79990
H 0.29269 -4.06974 -1.05928
H 0.37193 -2.61187 -1.45955
*
```

Kohn-Sham gap   0.287 Eh
E_tot   -1647.5138 a.u.
HOMO energy   -20.84 eV

Atom charges from the Löwdin analysis, given in e for atoms 1 to 5: 0.90 0.91 0.94 0.92 0.94



Record 2
2 unconnected molecules or ions with the total composition ClH2O in a non-equilibrium geometry. Source: the Open Molecules 2025 dataset; level of theory: ωB97M-V with the def2-TZVPD basis set.

```
! RIJCOSX wB97M-V def2-TZVPD def2/J DEFGRID3
* xyz -1 1
O -0.11102 2.61916 -2.06045
H 0.84943 2.80128 -2.17279
H -0.14637 1.81102 -1.50018
Cl 0.00659 -0.15605 0.12492
*
```

ΔE to the lowest compared entry with this formula, charge and spin   0.073 eV
Kohn-Sham gap   0.311 Eh
E_tot   -536.7132 a.u.
HOMO energy   -3.86 eV

Löwdin analysis output, partial charges in e: -0.15 0.03 -0.08 -0.79



Record 3
ClH2O2PS in the gas phase in a non-equilibrium geometry. Source: the Open Molecules 2025 dataset; level of theory: ωB97M-V with the def2-TZVPD basis set.

```
! RIJCOSX wB97M-V def2-TZVPD def2/J DEFGRID3
* xyz 0 1
O -0.49592 0.45070 0.60492
P 0.84986 -0.40950 0.77653
O 0.64347 -1.48320 -0.36285
S 2.45250 0.95070 -0.08943
Cl 4.04464 -0.24607 0.07593
H -0.63373 1.11095 1.39519
H -0.21048 -1.40275 -0.81730
*
```

ΔE to the lowest compared entry with this formula, charge and spin   1.747 eV
Kohn-Sham gap   0.320 Eh
E_tot   -1351.4482 a.u.
HOMO energy   -8.70 eV

Atom charges from the Löwdin analysis, given in e for atoms 1 to 5: -0.36 0.49 -0.32 0.00 -0.01